This record from the Open Molecules 2025 dataset describes an isolated molecule of C3H7ClO. The level of theory is wB97M-V/def2-TZVPD.

Atoms and positions in Å:
Cl (2.93, -0.36, -0.09)
O (-2.26, -0.50, -0.06)
C (0.24, -0.53, -0.09)
C (-1.09, 0.31, -0.18)
C (1.33, 0.52, 0.10)
H (0.22, -1.33, 0.63)
H (-1.17, 0.81, -1.15)
H (1.24, 1.37, -0.56)
H (-1.10, 1.02, 0.69)
H (-2.06, -1.14, 0.70)
H (0.34, -0.95, -1.13)
H (1.38, 0.79, 1.14)

Its structure (SMILES) is OCCCCl. Its net charge is 0. The value obtained for the HOMO-LUMO gap is 11.11 eV. For the energy above the lowest of the compared OMol25 structures with the same formula, charge and spin, the calculation gives 0.147 eV. The calculation puts the max |F| at 3.60 eV/Å. Its HOMO energy is -10.26 eV. For the electronic energy, the calculation gives -653.913188 a.u. Its LUMO energy is 0.8 eV.

These are the Löwdin partial charges, in e, on atoms 1 to 6: 0.49, -0.11, -0.27, -0.28, -0.56, 0.10


This record from the Open Molecules 2025 dataset describes a cluster of 5 separate species, C25H53N4O6S in total. The level of theory is wB97M-V/def2-TZVPD.

Atoms and positions in Å:
S (-0.34, 2.16, 1.08)
O (0.95, -2.24, 4.05)
O (-5.75, 0.49, -4.74)
O (-1.23, 4.57, -2.35)
O (-7.47, -1.10, 0.73)
O (-2.17, 3.21, -0.72)
O (7.69, -0.47, -1.19)
N (-7.21, 0.85, -3.01)
N (-6.61, -0.08, 2.60)
N (7.74, -2.46, -2.32)
N (1.79, -1.21, 5.92)
C (-1.98, 3.62, -2.11)
C (6.41, -2.83, -1.88)
C (-6.93, -1.15, 1.82)
C (1.50, 0.11, 5.43)
C (-8.22, 0.31, -2.12)
C (2.42, -1.36, 7.23)
C (-6.92, 1.25, 2.11)
C (-5.97, -0.22, 3.89)
C (1.32, 1.43, 0.66)
C (-2.64, 2.83, -3.33)
C (8.47, -3.37, -3.18)
C (1.41, -0.41, -3.61)
C (-1.28, 2.09, -0.55)
C (1.47, -2.29, 5.15)
C (-6.60, 0.09, -3.97)
C (3.44, -0.53, -1.91)
C (2.49, -0.88, 1.39)
C (-6.83, 2.24, -2.88)
C (2.98, 1.76, -3.20)
C (8.26, -1.27, -1.91)
C (1.36, -1.69, 0.55)
C (2.67, 0.23, -2.82)
C (4.09, 0.06, -0.56)
C (3.93, -0.90, 0.70)
C (1.99, 0.58, 1.83)
H (1.72, -0.60, -4.69)
H (-2.41, 1.71, -3.27)
H (2.58, -2.41, 7.47)
H (-6.41, 1.42, 1.16)
H (2.05, 2.29, 0.41)
H (-8.00, 1.33, 1.94)
H (-2.18, 3.19, -4.32)
H (1.09, -1.42, -3.18)
H (3.79, 1.15, -0.37)
H (-6.65, -2.12, 2.28)
H (-1.76, 1.07, -0.70)
H (-5.76, 2.30, -2.67)
H (-9.15, 0.86, -2.25)
H (3.62, -1.63, -2.20)
H (5.22, 0.11, -0.78)
H (0.42, 0.19, 5.25)
H (2.59, -1.47, 2.37)
H (1.27, -1.34, -0.53)
H (-7.87, 0.41, -1.09)
H (1.50, -2.83, 0.64)
H (3.38, -0.84, 7.22)
H (-6.96, -0.95, -3.99)
H (-0.18, 3.51, 1.42)
H (1.74, -3.25, 5.62)
H (1.77, -0.91, 7.98)
H (6.40, -2.87, -0.78)
H (1.81, 0.87, 6.15)
H (4.11, 1.97, -3.14)
H (-6.61, 2.01, 2.83)
H (7.90, -3.53, -4.10)
H (-7.03, 2.75, -3.83)
H (0.53, 0.31, -3.64)
H (-8.40, -0.75, -2.33)
H (-3.77, 2.97, -3.37)
H (9.27, -1.09, -2.30)
H (2.82, 1.16, 2.39)
H (4.70, -0.59, 1.48)
H (1.17, 0.41, 2.63)
H (-6.61, 0.21, 4.66)
H (6.13, -3.81, -2.28)
H (-5.01, 0.31, 3.87)
H (1.19, 0.86, -0.33)
H (5.70, -2.07, -2.21)
H (2.62, 1.98, -4.27)
H (2.45, 2.47, -2.48)
H (-5.79, -1.27, 4.12)
H (8.60, -4.33, -2.67)
H (9.45, -2.97, -3.43)
H (0.37, -1.47, 1.09)
H (2.03, 0.26, 4.48)
H (4.17, -1.97, 0.35)
H (-0.46, 2.22, -1.36)
H (-7.39, 2.72, -2.08)

Its net charge is +1. The value obtained for the HOMO-LUMO gap is 7.29 eV. The calculation puts the max |F| at 4.17 eV/Å. Its HOMO energy is -10.47 eV. For the electronic energy, the calculation gives -2052.585079 a.u. Its LUMO energy is -3.2 eV.

These are the Löwdin partial charges, in e, on atoms 1 to 6: 1.12, 0.00, 0.00, 0.11, 0.01, -0.10


This record from the Open Molecules 2025 dataset describes a structure of composition C13H23BMnN6OSi. The level of theory is wB97M-V/def2-TZVPD.

Atoms and positions in Å:
Mn (0.20, 1.76, 0.12)
Si (0.49, -4.39, -0.17)
O (-0.44, -3.00, -0.02)
N (-0.41, 1.55, -1.51)
N (1.07, 3.20, 0.14)
N (-1.22, 2.67, -1.77)
N (-1.17, 1.96, 1.31)
N (0.18, 4.20, -0.24)
N (-1.90, 3.04, 0.78)
C (2.30, 3.69, 0.45)
C (-1.50, 1.16, -3.44)
C (1.34, -4.76, 1.47)
C (1.72, -3.97, -1.51)
C (-1.89, 2.42, -2.92)
C (-3.01, 3.10, 1.50)
C (2.72, -1.85, 2.49)
C (-1.84, 1.38, 2.36)
C (2.21, 5.05, 0.31)
C (-0.58, 0.66, -2.50)
C (0.86, 5.35, -0.12)
C (-0.56, -5.86, -0.68)
C (-3.00, 2.11, 2.48)
B (-1.30, 3.72, -0.60)
H (1.78, -5.77, 1.48)
H (1.65, -2.12, 2.60)
H (3.17, -1.89, 1.47)
H (2.25, -4.89, -1.80)
H (-3.73, 1.90, 3.20)
H (1.22, -3.58, -2.41)
H (-1.83, 0.71, -4.38)
H (0.59, -4.74, 2.28)
H (-1.36, -6.06, 0.04)
H (3.10, 3.07, 0.77)
H (0.39, 6.31, -0.33)
H (-0.11, -0.29, -2.50)
H (-1.37, 0.53, 2.86)
H (0.06, -6.76, -0.75)
H (-1.02, -5.70, -1.67)
H (3.00, 5.79, 0.46)
H (2.46, -3.23, -1.19)
H (-3.72, 3.84, 1.27)
H (-1.98, 4.67, -0.84)
H (-1.39, -3.15, -0.01)
H (3.03, -0.97, 3.10)
H (-2.58, 3.13, -3.31)
H (2.10, -4.01, 1.73)

The multiplicity is 6. Its net charge is +2. The value obtained for the HOMO-LUMO gap (spin up / spin down) is 4.25 / 5.59 eV. The calculation puts the max |F| at 6.94 eV/Å. Its HOMO energy (spin up / spin down) is -13.84 / -14.31 eV. For the electronic energy, the calculation gives -2377.629344 a.u. Its LUMO energy (spin up / spin down) is -9.6 / -8.7 eV.

These are the Löwdin partial charges, in e, on atoms 1 to 6: 1.19, 0.36, -0.20, -0.13, -0.16, 0.02


This record from the Open Molecules 2025 dataset describes a cluster of 7 separate species, C38H51N3O4 in total. The level of theory is wB97M-V/def2-TZVPD.

Atoms and positions in Å:
O (2.23, -3.68, -4.96)
O (-2.51, -1.78, 2.42)
O (-2.42, 2.27, 0.88)
O (0.42, -3.21, -3.72)
N (-2.48, 2.83, -2.03)
N (-1.54, -0.04, -0.19)
N (1.58, -2.97, -4.15)
C (3.20, -3.15, -0.38)
C (5.68, -4.47, -0.48)
C (-2.07, 3.66, -0.98)
C (-4.03, -1.20, -3.03)
C (3.25, -4.53, -0.46)
C (5.59, -3.15, -0.29)
C (3.66, 5.03, 0.41)
C (3.59, 3.69, 0.23)
C (2.12, 0.26, -2.02)
C (0.20, -1.27, 4.78)
C (-1.80, 5.13, -1.45)
C (2.64, 5.79, 0.95)
C (3.52, -1.29, -3.91)
C (-2.88, 3.49, 0.25)
C (1.75, -0.59, 6.51)
C (1.07, -1.61, 5.83)
C (1.56, -0.83, -2.63)
C (-5.17, -0.84, -3.79)
C (4.45, -5.22, -0.47)
C (1.27, 3.70, 0.99)
C (1.55, 0.70, 6.18)
C (-0.95, -1.15, 0.48)
C (-5.43, -3.05, -4.54)
C (-3.47, -2.43, -3.20)
C (3.42, 0.62, -2.45)
C (-3.79, -2.29, 2.73)
C (0.14, -0.55, 1.36)
C (-0.07, 0.13, 4.57)
C (0.69, 1.10, 5.19)
C (-2.99, 1.92, 2.13)
C (4.16, -0.12, -3.36)
C (4.40, -2.45, -0.24)
C (1.49, 5.08, 1.23)
C (2.33, 2.99, 0.41)
C (-1.95, -2.16, 1.12)
C (2.28, -1.70, -3.53)
C (-4.19, -3.37, -3.94)
C (-5.94, -1.79, -4.45)
H (6.53, -2.63, -0.39)
H (-3.94, 3.72, 0.13)
H (-0.30, 0.33, 1.84)
H (-6.04, -3.75, -5.09)
H (-5.71, 0.10, -3.77)
H (-6.89, -1.52, -4.89)
H (2.03, 1.49, 6.73)
H (-2.84, -2.21, 0.49)
H (0.63, 5.64, 1.57)
H (-4.05, -2.22, 3.78)
H (4.09, -1.90, -4.60)
H (-3.07, 2.80, 2.77)
H (4.43, -1.37, -0.28)
H (-0.42, -1.97, 4.24)
H (-3.95, 1.42, 1.96)
H (1.17, -2.66, 6.08)
H (1.00, -0.18, 0.80)
H (0.51, -0.94, -2.40)
H (-1.12, 3.24, -0.65)
H (-2.55, 4.15, 1.05)
H (-3.55, -0.53, -2.33)
H (0.37, -1.17, 2.22)
H (-3.87, -4.41, -3.95)
H (-2.15, 1.33, 2.47)
H (2.30, 1.91, 0.39)
H (1.49, 0.92, -1.45)
H (-0.45, -1.65, -0.34)
H (-1.43, -3.11, 1.18)
H (2.24, -2.65, -0.47)
H (2.74, 6.84, 1.19)
H (4.58, 5.59, 0.28)
H (-1.09, 5.59, -0.76)
H (5.19, 0.07, -3.62)
H (-4.45, -1.53, 2.31)
H (0.45, 3.11, 1.36)
H (2.34, -5.09, -0.64)
H (-3.42, 3.03, -2.35)
H (-2.43, 1.91, -1.61)
H (-3.93, -3.31, 2.38)
H (0.49, 2.13, 4.94)
H (2.51, -0.80, 7.24)
H (-1.37, 5.26, -2.44)
H (6.58, -5.03, -0.68)
H (-2.53, -0.05, -0.01)
H (-0.77, 0.27, 3.76)
H (-2.61, -2.69, -2.59)
H (-1.23, 0.83, 0.21)
H (4.38, -6.30, -0.56)
H (-2.64, 5.81, -1.41)
H (3.77, 1.61, -2.17)
H (4.43, 3.04, 0.04)

The multiplicity is 2. Its net charge is -1. The value obtained for the HOMO-LUMO gap (spin up / spin down) is 3.35 / 6.93 eV. The calculation puts the max |F| at 5.01 eV/Å. Its HOMO energy (spin up / spin down) is -1.24 / -4.83 eV. For the electronic energy, the calculation gives -1943.548412 a.u. Its LUMO energy (spin up / spin down) is 2.1 / 2.1 eV.

These are the Löwdin partial charges, in e, on atoms 1 to 6: -0.14, -0.22, -0.27, -0.16, 0.06, 0.05


This record from the Open Molecules 2025 dataset describes a cluster of 2 separate species, C4H9O3 in total. The level of theory is wB97M-V/def2-TZVPD.

Atoms and positions in Å:
O (1.81, -0.47, -1.23)
O (-3.00, -0.55, 1.00)
O (0.53, -2.58, -1.18)
C (1.49, 0.66, -0.50)
C (-2.15, 0.31, 1.01)
C (-0.97, 0.22, 0.13)
C (0.41, 0.70, 0.66)
H (-1.31, 1.00, -0.63)
H (0.86, -1.56, -1.37)
H (0.71, 0.17, 1.57)
H (0.62, -2.69, -0.23)
H (0.35, 1.76, 0.99)
H (1.08, 1.40, -1.24)
H (-2.14, 1.22, 1.66)
H (-0.71, -0.63, -0.53)
H (2.43, 1.03, -0.09)

Its net charge is -1. The value obtained for the HOMO-LUMO gap is 7.15 eV. For the energy above the lowest of the compared OMol25 structures with the same formula, charge and spin, the calculation gives 2.708 eV. The calculation puts the max |F| at 2.84 eV/Å. Its HOMO energy is -3.48 eV. For the electronic energy, the calculation gives -383.507015 a.u. Its LUMO energy is 3.7 eV.

These are the Löwdin partial charges, in e, on atoms 1 to 6: -0.33, 0.02, -0.23, -0.43, -0.30, -0.19


This record from the Open Molecules 2025 dataset describes a cluster of 2 separate species, C6H17NO in total. The level of theory is wB97M-V/def2-TZVPD.

Atoms and positions in Å:
O (3.24, -0.66, 0.73)
N (0.10, 0.49, -0.99)
C (0.08, 0.55, 0.50)
C (-1.28, 0.68, 1.17)
C (-1.11, -1.69, -1.58)
C (0.84, 1.88, 0.88)
C (0.17, -0.75, -1.75)
C (-2.42, -0.24, 0.66)
H (3.14, -1.55, 1.12)
H (0.15, 2.64, 1.43)
H (-1.26, -2.44, -2.35)
H (-3.28, -0.15, 1.28)
H (-2.11, -1.06, -1.65)
H (0.61, -0.27, 1.00)
H (-1.27, 0.60, 2.25)
H (-2.00, -1.18, 0.96)
H (-1.39, 1.80, 1.06)
H (2.99, -0.02, 1.36)
H (1.53, 2.27, 0.11)
H (-0.57, 1.17, -1.38)
H (1.13, -1.33, -1.44)
H (1.49, 1.40, 1.72)
H (0.23, -0.35, -2.76)
H (-1.04, -2.20, -0.58)
H (-2.64, -0.07, -0.34)

Its structure (SMILES) is CCN[C@@H](C)CC.O. Its net charge is 0. The value obtained for the HOMO-LUMO gap is 9.01 eV. For the energy above the lowest of the compared OMol25 structures with the same formula, charge and spin, the calculation gives 2.380 eV. The calculation puts the max |F| at 3.33 eV/Å. Its HOMO energy is -8.20 eV. For the electronic energy, the calculation gives -368.713371 a.u. Its LUMO energy is 0.8 eV.

These are the Löwdin partial charges, in e, on atoms 1 to 6: -0.05, -0.07, -0.41, -0.23, -0.11, -0.07